No. 1
ORCA calculation (the ωB97M-V functional and the def2-TZVPD basis) on a cluster of 3 separate species, C3H12NO3 in total in a non-equilibrium geometry.

XYZ file:
```
19
C3H12NO3 the ωB97M-V functional and the def2-TZVPD basis
O 2.12 0.89 1.40
C 1.31 0.02 1.48
C -0.18 0.32 1.47
N -0.81 -0.32 0.27
C -2.26 -0.08 0.22
H 1.61 -1.05 1.55
H -0.75 -0.01 2.33
H -0.33 1.39 1.39
H -0.34 0.01 -0.59
H -0.63 -1.32 0.24
H -2.82 -0.79 0.81
H -2.63 -0.16 -0.80
H -2.50 0.94 0.51
H 1.07 0.90 -2.23
H 0.40 2.23 -1.78
O 0.38 1.27 -1.67
H 0.49 -2.28 -2.62
H -0.96 -2.16 -2.33
O -0.11 -1.91 -1.94
```

As for the net charge: +1. Its HOMO energy is -14.20 eV. The largest force on an atom is 1.0 eV/A. The relative energy (zero: lowest compared OMol25 entry of this formula, charge and spin) comes out at 0.667 eV.

No. 2
ORCA calculation (the ωB97M-V functional and the def2-TZVPD basis) on a cluster of 2 separate species, C3H12NOS in total in a non-equilibrium geometry.

XYZ file:
```
18
C3H12NOS the ωB97M-V functional and the def2-TZVPD basis
C 2.21 1.77 -0.05
C 1.48 0.32 0.07
C 0.03 0.26 -0.05
S -0.70 -1.45 -0.10
N 1.76 -0.20 1.50
H 1.43 2.50 0.15
H 2.97 1.91 0.85
H 2.64 1.98 -0.96
H 1.88 -0.35 -0.72
H -0.21 0.66 -1.05
H -0.56 0.88 0.72
H -1.78 -0.96 -0.81
H 2.66 0.02 1.95
H 1.50 -1.25 1.54
H 1.05 0.28 2.12
H -4.06 0.87 -1.95
H -3.54 0.98 -0.49
O -3.43 0.36 -1.26
```

As for the net charge: +2. Its HOMO energy (alpha / beta) is -18.59 / -18.59 eV. The largest force on an atom is 4.5 eV/A. The relative energy (zero: lowest compared OMol25 entry of this formula, charge and spin) comes out at 1.442 eV. The spin multiplicity is 2.

No. 3
ORCA calculation (the ωB97M-V functional and the def2-TZVPD basis) on a cluster of 2 separate species, C3H12NS in total.

XYZ file:
```
17
C3H12NS the ωB97M-V functional and the def2-TZVPD basis
C 0.95 -2.21 0.60
N 0.49 -1.18 1.60
H 2.00 -2.41 0.77
H 0.77 -1.81 -0.39
H 0.38 -3.11 0.76
H 0.14 -1.60 2.46
H 1.22 -0.52 1.85
H -0.31 -0.60 1.21
C 0.25 1.68 -1.33
C -1.13 1.90 -0.76
S -1.87 0.45 0.06
H 0.98 1.48 -0.55
H 0.28 0.87 -2.07
H 0.59 2.58 -1.83
H -1.87 2.26 -1.46
H -1.09 2.65 0.03
H -1.80 -0.41 -0.96
```

As for the net charge: +1. Its HOMO energy is -13.47 eV. The largest force on an atom is 0.5 eV/A. The relative energy (zero: lowest compared OMol25 entry of this formula, charge and spin) comes out at 0.050 eV.

No. 4
ORCA calculation (the ωB97M-V functional and the def2-TZVPD basis) on a cluster of 2 separate species, C3H12NS in total in a non-equilibrium geometry.

XYZ file:
```
17
C3H12NS the ωB97M-V functional and the def2-TZVPD basis
C 1.75 1.86 0.04
N 2.07 0.62 -0.70
H 1.41 1.69 1.06
H 0.92 2.34 -0.49
H 2.57 2.57 -0.02
H 2.74 0.01 -0.25
H 1.18 -0.03 -0.76
H 2.38 0.84 -1.65
C -1.57 0.44 1.04
S -0.72 -0.44 -0.30
C -1.15 -2.12 0.20
H -1.30 1.50 0.99
H -2.65 0.32 0.99
H -1.13 0.03 1.94
H -0.78 -2.81 -0.54
H -2.24 -2.25 0.27
H -0.72 -2.37 1.18
```

As for the net charge: +1. Its HOMO energy is -12.98 eV. The largest force on an atom is 1.4 eV/A. The relative energy (zero: lowest compared OMol25 entry of this formula, charge and spin) comes out at 0.290 eV.

No. 5
ORCA calculation (the ωB97M-V functional and the def2-TZVPD basis) on a cluster of 2 separate species, C3H12NS in total in a non-equilibrium geometry.

XYZ file:
```
17
C3H12NS the ωB97M-V functional and the def2-TZVPD basis
C -1.57 -2.35 -1.14
N -0.86 -1.01 -1.31
H -2.18 -2.32 -0.24
H -0.87 -3.17 -1.18
H -2.27 -2.39 -1.97
H -1.53 -0.40 -1.76
H -0.57 -0.59 -0.40
H -0.03 -1.10 -1.89
C 0.08 2.32 1.58
S 0.38 0.59 1.16
C 2.10 0.63 0.61
H 0.10 2.97 0.75
H -0.90 2.32 2.03
H 0.82 2.63 2.31
H 2.17 1.22 -0.30
H 2.38 -0.40 0.41
H 2.77 1.06 1.34
```

As for the net charge: +1. Its HOMO energy is -12.65 eV. The largest force on an atom is 1.4 eV/A. The relative energy (zero: lowest compared OMol25 entry of this formula, charge and spin) comes out at 0.227 eV.

No. 6
ORCA calculation (the ωB97M-V functional and the def2-TZVPD basis) on a cluster of 2 separate species, C3H12NS2 in total.

XYZ file:
```
18
C3H12NS2 the ωB97M-V functional and the def2-TZVPD basis
C -0.63 -0.66 0.04
C 0.42 -0.61 1.13
C 1.85 -0.78 0.67
N 0.29 0.78 1.80
H -1.63 -0.48 0.44
H -0.38 0.07 -0.72
H -0.64 -1.65 -0.41
H 0.21 -1.29 1.95
H 2.12 -0.10 -0.14
H 1.98 -1.79 0.31
H 2.53 -0.65 1.51
H -0.68 0.95 2.04
H 0.84 0.79 2.67
H 0.61 1.56 1.23
S -1.68 0.12 -3.80
S -2.00 1.91 -2.68
H -2.32 -0.64 -2.91
H -0.89 2.49 -3.14
```

As for the net charge: +1. Its HOMO energy is -11.50 eV. The largest force on an atom is 0.7 eV/A. The relative energy (zero: lowest compared OMol25 entry of this formula, charge and spin) comes out at 0.453 eV.

No. 7
ORCA calculation (the ωB97M-V functional and the def2-TZVPD basis) on a cluster of 2 separate species, C3H12NS2 in total.

XYZ file:
```
18
C3H12NS2 the ωB97M-V functional and the def2-TZVPD basis
C 1.07 1.45 0.58
C -0.18 0.82 -0.02
C -1.05 1.78 -0.81
N 0.30 -0.29 -0.95
H 1.65 0.69 1.11
H 1.66 1.90 -0.22
H 0.82 2.22 1.30
H -0.76 0.26 0.71
H -0.46 2.38 -1.51
H -1.64 2.37 -0.12
H -1.72 1.23 -1.48
H 0.81 -1.01 -0.41
H -0.47 -0.70 -1.48
H 0.98 0.08 -1.62
S -1.26 -2.77 1.13
S 0.78 -3.04 1.06
H -1.56 -3.87 0.43
H 1.02 -3.50 2.29
```

As for the net charge: +1. Its HOMO energy is -13.39 eV. The largest force on an atom is 1.0 eV/A. The relative energy (zero: lowest compared OMol25 entry of this formula, charge and spin) comes out at 0.000 eV.

No. 8
ORCA calculation (the ωB97M-V functional and the def2-TZVPD basis) on a cluster of 3 separate species, C3H12O2S in total in a non-equilibrium geometry.

XYZ file:
```
18
C3H12O2S the ωB97M-V functional and the def2-TZVPD basis
C -0.57 0.24 -1.70
C -1.64 -0.61 -0.74
S -2.10 0.23 0.81
C -0.58 0.78 1.55
H -0.48 -0.10 -2.72
H -1.02 1.25 -1.62
H 0.36 0.21 -1.13
H -2.57 -0.38 -1.29
H -1.35 -1.63 -0.64
H 0.30 0.63 0.93
H -0.36 0.16 2.46
H -0.63 1.84 1.79
H 2.26 1.37 0.83
H 3.09 1.31 -0.49
O 2.56 0.80 0.12
H 0.45 -2.46 0.21
H 1.18 -1.92 1.29
O 1.11 -1.73 0.32
```

As for the net charge: -1. Its HOMO energy (alpha / beta) is 0.93 / -4.99 eV. The largest force on an atom is 3.7 eV/A. The relative energy (zero: lowest compared OMol25 entry of this formula, charge and spin) comes out at 1.401 eV. The spin multiplicity is 2.